This record from OMol25 describes the molecule C16H19N3O5S in a non-equilibrium geometry. The level of theory is wB97M-V/def2-TZVPD.

Last column: Mulliken charge in e.
Cartesian coordinates (Å):
C1 -4.080 -2.026 1.275  -0.93
N1 -4.880 -0.828 1.214  0.03
S1 -4.995 -0.108 -0.288  1.16
O1 -5.188 -1.146 -1.254  -0.68
O2 -5.980 0.929 -0.184  -0.72
C2 -3.394 0.665 -0.553  -0.06
C3 -2.322 -0.137 -0.886  -0.32
C4 -1.063 0.444 -1.031  0.16
C5 -0.923 1.823 -0.866  -0.45
C6 -2.013 2.607 -0.540  -0.79
C7 -3.261 2.027 -0.367  -0.46
H1 -4.133 2.606 -0.114  0.52
H2 -1.890 3.672 -0.417  0.40
H3 0.051 2.272 -1.000  0.45
N2 0.073 -0.298 -1.350  -0.01
C8 0.244 -1.638 -1.231  0.79
O3 -0.586 -2.429 -0.850  -0.62
C9 1.657 -2.082 -1.655  -0.81
H4 1.683 -3.173 -1.681  0.31
H5 1.885 -1.668 -2.644  0.37
O4 2.669 -1.704 -0.729  -0.32
C10 3.181 -0.464 -0.809  1.08
O5 2.740 0.388 -1.567  -0.81
C11 4.291 -0.289 0.095  -0.22
C12 4.849 -1.216 0.969  -0.38
C13 5.903 -0.582 1.622  -0.93
C14 5.962 0.707 1.132  -0.14
N3 4.995 0.884 0.216  0.08
C15 4.744 2.098 -0.506  -0.78
H6 5.504 2.833 -0.246  0.31
H7 4.767 1.914 -1.581  0.28
H8 3.758 2.494 -0.257  0.28
H9 6.639 1.500 1.386  0.37
H10 6.550 -1.007 2.362  0.44
H11 4.512 -2.224 1.098  0.53
H12 0.903 0.242 -1.605  0.17
H13 -2.469 -1.191 -1.047  0.64
C16 -4.703 0.101 2.299  -0.90
H14 -5.337 0.960 2.096  0.32
H15 -5.019 -0.368 3.232  0.34
H16 -3.660 0.429 2.401  0.31
H17 -4.257 -2.582 0.359  0.32
H18 -4.399 -2.626 2.128  0.33
H19 -3.009 -1.810 1.372  0.36

Properties
LUMO energy: 0.5 eV
E_HOMO: -8.90 eV
net charge: 0
Kohn-Sham gap: 9.37 eV
structure (SMILES): CN(C)S(=O)(=O)c1cccc(NC(=O)COC(=O)c2cccn2C)c1



This record from OMol25 describes a structure of composition C12H42O12 in a non-equilibrium geometry. The level of theory is wB97M-V/def2-TZVPD.

Last column: Mulliken charge in e.
Cartesian coordinates (Å):
O1 -0.386 -0.532 -2.405  -0.67
H1 -1.265 -0.911 -2.414  0.33
H2 0.063 -0.985 -1.691  -1.00
O2 0.245 -2.054 -1.093  -0.90
H3 0.268 -2.846 -1.631  0.44
H4 -0.551 -2.142 -0.570  -0.12
O3 -0.213 2.122 2.179  -0.87
H5 -0.446 1.206 2.030  0.80
H6 0.271 2.377 1.394  0.37
O4 -1.572 -2.420 -0.533  -0.52
H7 -1.891 -2.171 -1.400  0.24
H8 -1.744 -3.359 -0.474  0.46
C1 -0.712 1.926 -2.492  -0.75
C2 -1.552 2.781 -1.532  -0.41
O5 -2.499 3.659 -2.215  -0.58
O6 0.385 2.744 -3.038  -0.58
H9 -1.346 1.608 -3.319  0.35
H10 -0.290 1.039 -2.020  0.69
H11 -0.878 3.305 -0.854  0.32
H12 -2.161 2.101 -0.937  0.27
H13 -2.500 4.420 -1.630  0.39
H14 0.965 2.980 -2.310  0.38
C3 -2.704 -2.365 1.801  -0.29
C4 -3.262 -1.025 1.164  -0.07
O7 -2.889 0.115 1.941  -0.57
O8 -3.580 -2.621 2.976  -0.59
H15 -1.651 -2.409 2.078  0.16
H16 -2.978 -3.163 1.112  0.22
H17 -4.298 -1.169 0.856  0.54
H18 -2.841 -0.924 0.163  0.03
H19 -3.387 0.861 1.599  0.45
H20 -3.574 -1.921 3.632  0.35
C5 2.499 -0.466 1.532  0.06
C6 3.500 -1.078 2.580  -0.83
O9 2.926 -1.578 3.849  -0.50
O10 1.776 -1.545 1.004  -0.43
H21 3.129 -0.061 0.741  -0.09
H22 1.912 0.403 1.831  0.50
H23 4.105 -0.218 2.868  0.39
H24 4.198 -1.742 2.072  0.30
H25 2.353 -2.322 3.650  0.31
H26 1.505 -2.083 1.751  0.54
C7 -1.698 0.659 -0.168  -2.16
C8 -0.745 -0.220 0.667  1.08
C9 0.745 0.031 0.453  -0.21
O11 -1.020 0.186 2.049  -0.82
H27 -1.644 1.688 0.187  0.66
H28 -2.711 0.270 -0.057  0.25
H29 -1.444 0.587 -1.226  0.24
H30 -0.962 -1.282 0.544  0.59
H31 1.325 -0.491 1.215  -0.56
H32 0.959 1.088 0.612  0.31
H33 0.998 -0.173 -0.587  0.09
H34 -1.889 -0.146 2.288  0.78
C10 2.649 0.724 -0.273  -1.19
C11 2.817 0.603 -1.748  0.62
C12 1.561 0.221 -2.457  -1.40
O12 3.129 1.902 -2.254  -0.55
H35 1.966 1.560 -0.127  0.24
H36 3.570 1.064 0.201  0.38
H37 2.265 -0.238 0.068  0.44
H38 3.625 -0.126 -1.814  0.30
H39 1.359 -0.835 -2.280  1.07
H40 1.607 0.354 -3.538  0.24
H41 0.682 0.794 -2.161  0.06
H42 3.925 2.243 -1.839  0.41

Properties
LUMO energy: -0.9 eV
E_HOMO: -7.61 eV
net charge: 0
Kohn-Sham gap: 6.67 eV



This record from OMol25 describes the molecule C7H16N2 in a non-equilibrium geometry. The level of theory is wB97M-V/def2-TZVPD.

Last column: Mulliken charge in e.
Cartesian coordinates (Å):
C1 -0.518 -0.121 -1.288  0.36
C2 0.547 0.061 0.931  1.91
C3 -1.686 0.776 -1.466  -0.57
C4 0.731 0.478 -0.875  -0.88
C5 -0.835 0.164 1.558  -1.81
C6 1.107 -1.338 1.133  -1.81
C7 1.467 1.100 1.564  -1.84
N1 -0.865 0.881 -2.671  -0.76
N2 -0.665 -1.513 -1.375  -0.35
H1 -1.189 0.236 -3.395  0.26
H2 0.140 -1.991 -1.758  0.24
H3 -1.522 -1.806 -1.823  0.25
H4 -1.703 1.695 -0.887  0.25
H5 -2.660 0.288 -1.544  0.35
H6 0.722 1.560 -0.921  0.36
H7 1.632 -0.017 -1.238  0.39
H8 1.542 0.946 2.644  0.43
H9 -0.775 -0.020 2.635  0.50
H10 -1.510 -0.597 1.170  0.37
H11 -1.259 1.159 1.432  0.31
H12 0.460 -2.088 0.680  0.42
H13 2.114 -1.426 0.728  0.37
H14 1.161 -1.581 2.198  0.43
H15 1.087 2.111 1.408  0.44
H16 2.477 1.042 1.158  0.37

Properties
LUMO energy: 0.8 eV
E_HOMO: -7.84 eV
net charge: 0
Kohn-Sham gap: 8.68 eV
structure (SMILES): CC(C)(C)C[C@@]1(N)CN1



This record from OMol25 describes the ion C6H8NO with charge +1 in a non-equilibrium geometry. The level of theory is wB97M-V/def2-TZVPD.

Last column: Mulliken charge in e.
Cartesian coordinates (Å):
C1 1.195 0.436 -1.774  -0.06
C2 0.549 1.120 -0.562  -0.43
C3 1.633 1.664 -0.183  0.82
C4 0.967 -0.810 -2.135  -0.98
C5 -0.508 0.579 0.395  -0.60
C6 1.143 -0.843 1.439  -0.19
N1 0.055 -0.222 1.452  0.04
O1 2.705 2.082 -0.165  -0.33
H1 1.677 1.133 -2.355  0.44
H2 1.396 -1.147 -2.998  0.33
H3 0.316 -1.405 -1.572  0.24
H4 -1.327 1.382 0.744  0.41
H5 -1.189 -0.061 -0.162  0.35
H6 1.736 -0.694 0.488  0.26
H7 1.546 -1.363 2.311  0.34
H8 -0.494 0.001 2.313  0.35

Properties
LUMO energy: -5.4 eV
E_HOMO: -13.01 eV
net charge: +1
Kohn-Sham gap: 7.64 eV
structure (SMILES): C=CC(=C=O)C[NH+]=C



This record from OMol25 describes a cluster of 2 separate species, C3H7O2S in total in a non-equilibrium geometry. The level of theory is wB97M-V/def2-TZVPD.

Last column: Mulliken charge in e.
Cartesian coordinates (Å):
C1 1.252 2.079 -0.472  -0.89
C2 0.895 0.599 -0.234  -0.38
S1 2.156 -0.642 0.275  -0.28
H1 2.305 2.222 -0.211  0.32
H2 0.882 2.360 -1.456  0.27
H3 0.720 2.638 0.301  0.24
H4 0.383 0.145 -1.085  0.35
H5 0.109 0.522 0.503  0.26
H6 1.881 -0.636 1.593  0.10
O1 -1.975 0.330 -0.677  -0.66
C3 -2.113 -0.755 -0.051  0.13
O2 -3.020 -1.168 0.675  -0.64
H7 -1.272 -1.480 -0.267  0.18

Properties
LUMO energy: 3.2 eV
E_HOMO: -4.00 eV
net charge: -1
Kohn-Sham gap: 7.20 eV



This record from OMol25 describes a cluster of 2 separate species, C5H8N2 in total in a non-equilibrium geometry. The level of theory is wB97M-V/def2-TZVPD.

Last column: Mulliken charge in e.
Cartesian coordinates (Å):
C1 0.642 1.998 -0.299  -1.25
C2 -0.202 0.764 -0.480  0.28
C3 0.193 -0.323 -1.378  -0.56
N1 0.330 -0.559 -0.118  -0.05
C4 0.281 -1.421 0.892  -0.40
C5 -0.106 -0.972 2.175  0.23
N2 -0.448 -0.628 3.232  -0.46
H1 1.670 1.800 -0.615  0.33
H2 0.636 2.356 0.733  0.31
H3 0.234 2.787 -0.942  0.34
H4 -1.260 0.863 -0.208  0.39
H5 -1.489 -1.595 -1.035  -0.03
H6 0.444 -0.730 -2.340  0.38
H7 -1.539 -1.905 -0.343  0.02
H8 0.614 -2.436 0.725  0.45

Properties
LUMO energy: 0.5 eV
E_HOMO: -7.97 eV
net charge: 0
Kohn-Sham gap: 8.45 eV



This record from OMol25 describes the ion C2HO2S2 with charge -1 in a non-equilibrium geometry. The level of theory is wB97M-V/def2-TZVPD.

Last column: Mulliken charge in e.
Cartesian coordinates (Å):
C1 -0.776 0.845 -0.013  0.60
C2 0.101 -0.530 0.106  -0.13
O1 -1.901 0.659 -0.478  -0.67
O2 -0.067 1.807 0.329  -0.66
S1 1.257 -1.028 -1.133  -0.24
S2 1.807 -0.227 0.686  -0.20
H1 -0.421 -1.526 0.504  0.31

Properties
LUMO energy: 3.3 eV
E_HOMO: -3.88 eV
net charge: -1
Kohn-Sham gap: 7.22 eV
structure (SMILES): O=C([O-])C1SS1